{
  "formula": "C2H2Cl3NO",
  "method": "ωB97M-V with the def2-TZVPD basis set",
  "homo_ev": -10.32,
  "homo_lumo_gap_ha": 0.3944,
  "symbols": ["C", "C", "N", "O", "Cl", "Cl", "Cl", "H", "H"],
  "positions_angstrom": [[-0.9688, 0.7795, -1.0882], [0.3322, -0.7796, 0.8798], [-0.0734, 1.5557, -1.1048], [0.8153, 2.3012, -0.9104], [1.2686, -1.4117, 2.3418], [1.0745, -1.4353, -0.5406], [-1.3451, -1.2994, 0.9301], [-1.4999, -0.0338, -1.3351], [0.3967, 0.3234, 0.8273]]
}

{
  "formula": "C7H9N",
  "method": "ωB97M-V with the def2-TZVPD basis set",
  "homo_ev": -8.82,
  "homo_lumo_gap_ha": 0.3381,
  "symbols": ["C", "C", "C", "C", "C", "C", "C", "H", "H", "H", "H", "H", "H", "H", "H", "H", "N"],
  "positions_angstrom": [[-2.8776, -0.0360, 0.0507], [-1.4909, 0.4408, -0.3794], [-0.3637, -0.5019, -0.3411], [0.9268, -0.0459, -1.0605], [0.4991, -0.6783, 0.8126], [0.7998, 0.8294, 1.0573], [1.4052, 1.1654, -0.1492], [-3.5310, 1.0328, 0.0818], [-3.5593, -1.2380, 0.8551], [-1.1906, 1.6548, -1.0788], [-1.0820, -1.5158, -0.5994], [1.1887, -0.2771, -2.2606], [1.3942, -1.9542, -0.2284], [-0.0372, -1.0651, 1.7712], [0.8334, 1.2711, 2.0636], [1.5804, 2.3145, -0.5193], [1.5730, -1.0376, -0.0039]]
}

{
  "formula": "C26H21N4O5STi",
  "method": "ωB97M-V with the def2-TZVPD basis set",
  "homo_ev": [-2.50, -4.98],
  "multiplicity": 3,
  "homo_lumo_gap_ha": [0.1928, 0.2837],
  "total_charge": -1,
  "symbols": ["Ti", "O", "C", "C", "C", "C", "C", "C", "C", "O", "N", "N", "C", "C", "C", "C", "C", "C", "C", "O", "H", "H", "H", "H", "H", "H", "H", "H", "H", "H", "C", "C", "C", "C", "C", "C", "C", "S", "O", "O", "N", "C", "C", "C", "C", "C", "N", "H", "H", "H", "H", "H", "H", "H", "H", "H", "H", "H"],
  "positions_angstrom": [[1.4112, 0.8963, 0.3527], [-1.7028, -1.2801, -3.5117], [-2.4757, -0.2902, -3.0241], [-3.7993, -0.2240, -3.4542], [-4.6552, 0.7365, -2.9437], [-4.2047, 1.6477, -1.9954], [-2.8863, 1.5962, -1.5775], [-2.0028, 0.6457, -2.0857], [-0.6185, 0.6115, -1.5685], [-0.2446, 1.5013, -0.7020], [0.1640, -0.3694, -1.9421], [1.3523, -0.2869, -1.2303], [2.4286, -0.8656, -1.7809], [3.7567, -0.4418, -1.4810], [4.8439, -1.2124, -1.9436], [6.1582, -0.8326, -1.7550], [6.4384, 0.3574, -1.0910], [5.3929, 1.1490, -0.6319], [4.0563, 0.7849, -0.8030], [3.1035, 1.5955, -0.3415], [-0.8358, -1.2328, -3.0271], [-4.1373, -0.9533, -4.1797], [-5.6846, 0.7671, -3.2818], [-4.8773, 2.3888, -1.5834], [-2.5070, 2.2794, -0.8285], [2.2793, -1.6389, -2.5303], [4.6236, -2.1357, -2.4688], [6.9606, -1.4599, -2.1238], [7.4632, 0.6716, -0.9346], [5.5831, 2.0897, -0.1283], [-4.7905, -2.5886, -0.8048], [-3.8749, -1.8092, 0.0978], [-2.4983, -1.9640, 0.0284], [-1.6487, -1.2112, 0.8299], [-2.1845, -0.2953, 1.7165], [-3.5627, -0.1456, 1.8228], [-4.3954, -0.8981, 1.0183], [-1.2054, 0.8011, 2.7097], [-1.5702, 2.1479, 2.3446], [-1.3951, 0.4429, 4.0988], [0.2847, 0.4434, 2.2105], [1.3944, 0.6985, 2.9662], [1.4911, 1.3336, 4.2190], [2.7488, 1.5470, 4.7334], [3.8924, 1.1875, 4.0141], [3.7174, 0.6225, 2.7712], [2.5038, 0.3560, 2.2788], [-4.2209, -3.2165, -1.4888], [-5.4042, -1.9139, -1.4039], [-5.4626, -3.2279, -0.2275], [-2.0682, -2.6554, -0.6861], [-0.5778, -1.3466, 0.7534], [-3.9710, 0.5698, 2.5251], [-5.4694, -0.7686, 1.0918], [0.5995, 1.6285, 4.7511], [2.8493, 2.0224, 5.7017], [4.8844, 1.3715, 4.4007], [4.5501, 0.3733, 2.1237]]
}

{
  "formula": "C18H36AsF6O18Tl",
  "method": "ωB97M-V with the def2-TZVPD basis set",
  "homo_ev": -15.10,
  "homo_lumo_gap_ha": 0.0635,
  "total_charge": 2,
  "symbols": ["Tl", "As", "F", "F", "F", "F", "F", "F", "C", "O", "C", "O", "O", "C", "H", "H", "H", "H", "H", "H", "C", "O", "C", "O", "O", "C", "H", "H", "H", "H", "H", "H", "C", "O", "C", "O", "O", "C", "H", "H", "H", "H", "H", "H", "C", "O", "C", "O", "O", "C", "H", "H", "H", "H", "H", "H", "C", "O", "C", "O", "O", "C", "H", "H", "H", "H", "H", "H", "C", "O", "C", "O", "O", "C", "H", "H", "H", "H", "H", "H"],
  "positions_angstrom": [[10.8421, 5.9432, 17.1362], [8.6726, 2.8922, 19.4318], [9.7227, 3.2698, 20.7127], [7.7216, 1.8420, 20.3895], [7.6327, 2.5966, 18.0523], [9.5581, 3.9969, 18.4202], [9.6822, 1.5992, 18.9119], [7.6110, 4.1843, 19.8828], [3.8322, 3.9212, 19.1226], [3.0361, 3.8967, 17.9746], [3.2740, 4.7685, 17.0116], [4.1962, 5.5026, 16.8910], [2.3576, 4.6427, 16.1144], [2.3267, 5.5387, 14.9718], [3.3346, 3.3897, 19.9342], [4.0830, 4.9249, 19.4675], [4.7779, 3.3656, 18.9713], [3.1501, 5.2654, 14.3122], [2.4466, 6.5713, 15.3061], [1.3470, 5.4221, 14.5288], [13.4446, 3.9658, 22.0407], [12.6481, 4.1258, 20.8653], [13.0700, 3.8606, 19.6772], [12.3838, 4.1124, 18.7106], [14.2298, 3.2609, 19.6588], [14.8745, 3.1265, 18.3835], [13.8006, 2.9438, 22.1233], [12.8081, 4.2365, 22.8773], [14.2497, 4.7059, 22.0416], [14.3625, 2.4088, 17.7625], [15.9140, 2.8860, 18.5889], [14.9537, 4.1011, 17.8960], [14.2550, -2.8172, 21.4812], [13.9725, -2.8021, 20.0696], [13.0795, -2.0396, 19.5771], [12.7510, -2.0831, 18.4413], [12.5741, -1.2179, 20.4709], [11.4624, -0.4901, 20.0044], [15.1212, -3.4611, 21.5665], [13.3946, -3.0790, 22.0830], [14.6337, -1.8166, 21.7184], [10.9800, 0.0150, 20.8302], [10.7565, -1.1096, 19.4481], [11.7555, 0.2632, 19.2633], [7.7697, 9.5528, 21.0748], [8.6339, 8.7862, 20.2390], [8.1661, 7.9910, 19.3583], [8.8397, 7.4962, 18.5085], [6.8526, 7.7986, 19.5459], [6.0530, 7.0223, 18.6741], [8.3778, 9.8405, 21.9309], [6.9543, 8.9276, 21.4157], [7.4713, 10.5015, 20.6363], [5.9086, 7.5583, 17.7357], [5.0398, 6.8276, 19.0426], [6.4106, 5.9853, 18.5633], [5.1558, -2.5127, 14.0541], [6.2456, -2.3540, 14.9941], [6.3114, -1.2605, 15.7407], [5.4984, -0.3565, 15.7725], [7.3759, -1.3412, 16.5095], [7.6217, -0.2917, 17.4586], [4.8371, -1.6230, 13.5061], [4.3140, -2.9025, 14.6189], [5.5203, -3.1623, 13.2643], [8.6965, -0.1670, 17.5518], [7.0681, -0.5469, 18.3586], [7.2655, 0.6474, 17.0464], [9.1957, 1.5277, 15.1920], [10.5107, 1.1333, 15.6516], [11.3278, 2.0900, 15.9850], [11.0193, 3.2246, 15.9393], [12.4824, 1.6543, 16.3396], [12.6870, 0.2332, 16.4506], [9.2779, 1.8991, 14.1770], [8.8831, 2.3702, 15.8167], [8.5475, 0.6944, 15.4079], [13.6646, 0.0949, 16.8950], [12.7165, -0.1451, 15.4301], [11.9234, -0.2972, 17.0146]]
}

{
  "formula": "C31H26AuCl2N5O2Se",
  "method": "ωB97M-V with the def2-TZVPD basis set",
  "homo_ev": -12.81,
  "homo_lumo_gap_ha": 0.1782,
  "total_charge": 2,
  "symbols": ["Au", "N", "C", "C", "C", "C", "C", "C", "C", "C", "N", "C", "H", "H", "H", "H", "H", "H", "H", "H", "Cl", "C", "C", "C", "C", "C", "Cl", "C", "N", "C", "C", "C", "C", "C", "C", "C", "C", "O", "O", "H", "H", "H", "H", "H", "H", "H", "H", "H", "H", "C", "N", "C", "Se", "N", "C", "C", "C", "C", "C", "C", "H", "H", "H", "H", "H", "H", "H", "H"],
  "positions_angstrom": [[0.2987, -0.5939, -0.6055], [2.6694, 2.1490, 0.2426], [1.4514, 2.7739, 0.1479], [1.1948, 4.3446, 0.3816], [0.4625, 5.0619, -0.6766], [-0.7754, 4.6920, -1.0735], [-1.3704, 3.4163, -0.8184], [-2.7714, 3.2211, -0.8300], [-3.2638, 1.9791, -0.5796], [-2.3739, 0.8862, -0.4361], [-1.0759, 1.0239, -0.4970], [-0.5431, 2.2982, -0.5293], [3.3403, 2.5350, 0.8896], [3.0701, 1.8813, -0.6461], [2.0300, 4.9000, 0.8005], [0.8774, 5.9883, -1.0532], [-1.3758, 5.4053, -1.6269], [-3.4259, 4.0593, -1.0310], [-4.3268, 1.7849, -0.5432], [-2.7627, -0.1175, -0.3202], [-0.4588, 0.1688, 5.7133], [-1.3447, -1.0463, 4.8364], [-2.4735, -1.5563, 5.4621], [-3.2701, -2.5031, 4.8439], [-2.9309, -2.9375, 3.5730], [-1.8017, -2.4269, 2.9669], [-1.4179, -3.0088, 1.3507], [-0.9509, -1.4790, 3.5647], [0.1651, -1.0651, 2.8646], [1.1806, -0.1488, 3.2518], [2.3036, -0.6455, 3.9034], [3.3168, 0.1951, 4.3279], [3.2085, 1.5608, 4.1183], [2.0946, 2.0658, 3.4704], [1.0825, 1.2256, 3.0152], [-0.1474, 1.8640, 2.3936], [0.2568, 2.6872, 1.2182], [0.2575, 3.9902, 1.4452], [0.7612, 2.3496, -1.0094], [-2.7172, -1.1885, 6.4490], [-4.1453, -2.8927, 5.3429], [-3.5269, -3.6722, 3.0500], [0.1903, -1.3676, 1.9032], [2.3537, -1.7072, 4.1052], [4.1769, -0.2101, 4.8433], [3.9760, 2.2303, 4.4828], [1.9879, 3.1407, 3.3560], [-0.5911, 2.5574, 3.1129], [-0.9000, 1.1180, 2.1444], [0.7823, -4.2918, 1.8969], [0.4512, -4.5505, 0.5056], [0.8210, -3.8305, -0.5556], [1.9546, -2.3147, -0.5687], [0.3357, -4.4201, -1.6558], [-0.3805, -5.5601, -1.3092], [-1.0593, -6.5076, -2.0653], [-1.6553, -7.5355, -1.3631], [-1.5794, -7.6190, 0.0361], [-0.9033, -6.6767, 0.7847], [-0.3036, -5.6427, 0.0753], [1.3795, -3.3868, 1.9452], [1.3484, -5.1323, 2.2947], [-0.1373, -4.1576, 2.4660], [0.5027, -4.0647, -2.5834], [-1.1173, -6.4479, -3.1433], [-2.1931, -8.3014, -1.9045], [-2.0613, -8.4465, 0.5379], [-0.8446, -6.7448, 1.8621]]
}

{
  "formula": "H8LiO4",
  "method": "ωB97M-V with the def2-TZVPD basis set",
  "homo_ev": -14.78,
  "homo_lumo_gap_ha": 0.3739,
  "total_charge": 1,
  "symbols": ["Li", "O", "H", "H", "O", "H", "H", "O", "H", "H", "O", "H", "H"],
  "positions_angstrom": [[0.5632, -0.0573, -0.3745], [0.9876, 3.6890, -0.3885], [1.2925, 4.3453, 0.2380], [0.3511, 4.1535, -0.9320], [-3.0291, 0.4131, 0.4374], [-3.5345, 1.1808, 0.7044], [-3.6471, -0.3151, 0.5006], [0.9369, -2.4101, -3.0954], [0.4481, -3.0419, -3.6228], [1.7460, -2.2635, -3.5853], [1.2003, -1.7741, 3.0146], [0.7186, -2.3881, 3.5689], [1.9665, -1.5316, 3.5346]]
}

Relative energy (zero: lowest compared OMol25 entry of this formula, charge and spin) across the listed records, respectively: 78.7 266.3 9.8 21.8 61.2 65.7 kcal per mole.
F_max across the listed records, respectively: 6.11 6.42 0.97 4.27 3.19 0.57 eV Å⁻¹.
Energy across the listed records, respectively: -1587.84811 -326.46659 -2846.44853 -5068.50641 -5078.09978 -313.06694 hartree.